C3H5NS | ωB97M-V/def2-TZVPD

```
10
Properties=species:S:1:pos:R:3:forces:R:3:mulliken_charge:R:1
C 0.499749 -0.849481 0.695433 -4.03 -0.48 -0.75 -0.468
C -0.724194 -0.139573 -0.150997 0.98 -0.19 0.96 -0.561
C -0.091779 1.222942 -0.524271 2.45 -3.88 -0.19 -0.099
H 0.325290 -1.970663 0.493125 0.75 1.71 0.84 0.288
H 0.374565 -0.515866 1.779329 0.65 -0.67 -1.32 0.289
H -1.032588 -0.786729 -1.029964 0.69 0.97 0.62 0.260
H -1.646714 0.024307 0.426264 0.41 -0.22 0.11 0.305
H -0.739275 1.956661 -0.758515 -1.61 2.98 -0.90 0.444
N 1.193667 1.251876 -0.707006 -2.79 0.76 0.54 -0.427
S 1.841278 -0.193474 -0.223398 2.52 -0.99 0.09 -0.031
```
Forces are in eV/Å.

Summary:
- Kohn-Sham gap (Ha) = 0.34270
- electronic energy (eV) = -15515.89196
- HOMO energy (eV) = -8.36
- 2S+1 = 1